[1]
Entry from the OMol25 dataset: a single C4H5Cl2NOS molecule at a distorted geometry (the ωB97M-V functional and the def2-TZVPD basis).

Energy in a.u.: -1603.7528
Energy relative to the best compared isomer or geometry (same formula, charge and spin) in eV: 0.1504
Multiplicity: 3
Frontier orbital gap (spin up / spin down) in eV: 5.549 / 6.184

Each atom is followed by the atoms it is bonded to, with distances in Å.
Element x y z (Å)
1 C 1.15196 -1.13574 0.22264  C2 1.310, Cl8 1.676
2 C 0.13019 -1.77851 -0.28663  C1 1.310, S7 1.809, Cl9 1.731
3 C 0.25365 0.61610 0.96187  N5 1.391, O6 1.338, H10 1.084
4 C -0.62435 1.33793 -1.16339  N5 1.453, H11 1.089, H12 1.090, H13 1.096
5 N -0.83017 0.63328 0.09016  C3 1.391, C4 1.453, S7 1.725
6 O 0.02699 0.37604 2.25875  C3 1.338, H14 0.969
7 S -1.47187 -0.95231 -0.12979  C2 1.809, N5 1.725
8 Cl 2.78473 -1.48614 0.36552  C1 1.676
9 Cl 0.03062 -3.31429 -1.07816  C2 1.731
10 H 0.98132 1.40801 0.82418  C3 1.084
11 H -1.57101 1.35030 -1.70195  C4 1.089
12 H -0.32109 2.36332 -0.95026  C4 1.090
13 H 0.14236 0.85620 -1.78013  C4 1.096
14 H -0.68333 -0.27419 2.36721  O6 0.969

Atom charges from the natural (NBO) analysis, given in e for atoms 1 to 8: C -0.159; C -0.371; C 0.322; C -0.430; N -0.625; O -0.672; S 0.503; Cl 0.099


[2]
Entry from the OMol25 dataset: 2 unconnected molecules or ions with the total composition C4H5Cl2OP at a distorted geometry (the ωB97M-V functional and the def2-TZVPD basis).

Energy in a.u.: -1492.1931
Energy relative to the best compared isomer or geometry (same formula, charge and spin) in eV: 5.9966
Multiplicity: 1
Frontier orbital gap (spin up / spin down) in eV: 9.653 / 5.799

Each atom is followed by the atoms it is bonded to, with distances in Å.
Element x y z (Å)
1 C 1.74671 0.75272 -0.25637  C2 1.182, H9 1.039
2 C 0.71084 1.21053 0.08069  C1 1.182, P6 1.812
3 C -1.90633 2.20224 0.30118  P6 1.896, Cl7 1.740, H10 1.108, H11 1.072
4 C 1.26572 -3.33139 -0.31068  Cl8 1.625, H12 1.162, H13 1.098
5 O -1.43076 -0.39272 0.39663  P6 1.477
6 P -0.80985 0.81272 0.98160  C2 1.812, C3 1.896, O5 1.477
7 Cl -1.57582 3.85885 0.72030  C3 1.740
8 Cl 1.49431 -2.30928 0.93215  C4 1.625
9 H 2.56768 0.61562 -0.87853  C1 1.039
10 H -1.74895 2.18261 -0.79511  C3 1.108
11 H -2.93806 1.91309 0.26834  C3 1.072
12 H 1.86088 -3.22225 -1.30272  C4 1.162
13 H 0.76363 -4.29274 -0.13748  C4 1.098

Atom charges from the natural (NBO) analysis, given in e for atoms 1 to 8: C -0.110; C -0.453; C -0.744; C -0.451; O -0.914; P 1.502; Cl -0.008; Cl 0.079